130
Properties=species:S:1:pos:R:3 method="wB97M-V/def2-TZVPD" homo_ev=-10.329 e_lumo_ev=-0.054 total_energy_ha=-5904.8541
C 9.102 1.734 -1.425
C 7.653 1.076 -1.584
C 7.664 -0.542 -1.375
Br 7.403 -1.331 -3.170
N 6.578 -0.846 -0.391
C 6.091 -2.265 -0.459
C 4.661 -2.283 -1.232
C 3.404 -2.273 -0.240
C 2.470 -1.017 -0.636
O 2.848 0.175 0.100
C 2.413 1.346 -0.555
C 3.395 2.606 -0.449
O 1.333 1.452 -1.165
S 7.123 -0.656 1.245
O 5.975 -0.647 2.223
O 8.153 -1.697 1.613
F 7.898 0.823 1.465
H 9.476 1.532 -0.370
H 8.976 2.857 -1.590
H 9.778 1.257 -2.215
H 6.876 1.507 -0.856
H 7.223 1.296 -2.626
H 8.707 -0.771 -0.951
H 6.832 -3.010 -0.877
H 5.844 -2.633 0.601
H 4.633 -1.285 -1.805
H 4.620 -3.087 -2.038
H 3.802 -2.064 0.815
H 2.831 -3.249 -0.316
H 1.386 -1.300 -0.403
H 2.542 -0.812 -1.750
H 2.810 3.589 -0.497
H 3.920 2.557 0.559
H 4.139 2.622 -1.317
C 4.651 -5.686 1.214
C 5.240 -5.283 -0.099
N 5.701 -4.967 -1.129
H 4.742 -4.867 1.929
H 3.595 -5.931 1.086
H 5.175 -6.559 1.604
C 2.651 4.199 3.590
C 3.245 4.634 2.292
N 3.709 4.975 1.271
H 2.717 5.013 4.320
H 1.603 3.930 3.447
H 3.192 3.331 3.974
C 0.007 -4.917 -0.841
C 1.272 -5.702 -0.697
N 2.267 -6.316 -0.584
H -0.454 -4.780 0.138
H 0.225 -3.939 -1.271
H -0.685 -5.447 -1.495
C 4.803 8.097 0.629
C 5.602 9.279 1.080
N 6.228 10.204 1.434
H 5.066 7.841 -0.398
H 5.010 7.241 1.273
H 3.739 8.328 0.677
C -1.497 1.770 -0.474
C -2.916 1.474 -0.842
N -4.029 1.242 -1.129
H -1.426 2.770 -0.044
H -1.144 1.042 0.257
H -0.865 1.718 -1.360
C -4.987 -1.738 -0.465
C -3.723 -2.522 -0.320
N -2.731 -3.138 -0.206
H -5.451 -1.604 0.516
H -4.770 -0.759 -0.895
H -5.680 -2.270 -1.119
C -3.145 4.439 2.132
C -1.663 4.287 2.272
N -0.503 4.165 2.381
H -3.398 5.488 1.980
H -3.498 3.859 1.277
H -3.640 4.081 3.033
C 0.636 -7.635 -4.544
C 0.218 -6.199 -4.547
N -0.114 -5.063 -4.560
H -0.168 -8.257 -4.937
H 1.521 -7.765 -5.165
H 0.867 -7.953 -3.526
C -7.429 3.366 2.424
C -6.383 4.124 3.181
N -5.570 4.721 3.781
H -7.019 3.002 1.482
H -7.770 2.516 3.015
H -8.276 4.018 2.215
C -9.042 4.760 5.752
C -10.107 5.207 4.801
N -10.940 5.556 4.054
H -8.140 5.356 5.605
H -9.386 4.882 6.779
H -8.807 3.710 5.577
C 6.131 6.300 4.778
C 4.663 6.579 4.727
N 3.512 6.798 4.687
H 6.324 5.451 5.435
H 6.499 6.067 3.778
H 6.661 7.174 5.159
C -4.748 -3.815 3.819
C -5.284 -2.621 3.095
N -5.703 -1.686 2.528
H -3.689 -3.941 3.591
H -4.868 -3.681 4.894
H -5.289 -4.710 3.508
C -11.563 3.704 0.447
C -10.281 2.948 0.583
N -9.275 2.355 0.689
H -12.030 3.820 1.427
H -11.370 4.692 0.027
H -12.244 3.163 -0.211
C -1.306 -3.673 -7.432
C -1.221 -3.935 -8.902
N -1.155 -4.140 -10.054
H -0.420 -4.067 -6.933
H -1.370 -2.600 -7.249
H -2.191 -4.158 -7.019
C -11.974 -1.130 0.582
C -12.533 0.054 -0.138
N -12.972 0.982 -0.703
H -10.911 -1.230 0.359
H -12.102 -1.003 1.658
H -12.492 -2.036 0.265
C 4.792 -8.324 -6.373
C 3.599 -9.159 -6.036
N 2.664 -9.815 -5.771
H 5.257 -8.693 -7.288
H 4.488 -7.287 -6.521
H 5.519 -8.370 -5.561

---

51
Properties=species:S:1:pos:R:3 method="wB97M-V/def2-TZVPD" homo_ev="-8.717 / -8.713" e_lumo_ev="-1.929 / -1.921" total_energy_ha=-10114.0881
Rh 0.265 1.636 0.548
F -4.279 2.473 0.770
C -4.054 1.216 1.145
F -4.416 0.414 0.134
F -4.846 0.940 2.195
C -2.554 1.000 1.492
O -1.817 1.513 0.482
C -2.230 1.735 2.855
F -0.949 2.186 2.828
F -3.003 2.803 3.050
F -2.337 0.948 3.930
C -2.284 -0.526 1.670
F -1.031 -0.703 2.157
F -3.132 -1.154 2.485
F -2.332 -1.153 0.488
C 0.242 -5.039 -0.861
Ge 1.143 -3.499 -0.072
C 3.071 -3.538 -0.399
C 0.757 -3.348 1.831
C 0.413 -1.891 -0.970
Se 1.376 -0.335 -0.293
C 2.679 0.061 -1.657
H 0.596 -5.966 -0.406
H 0.430 -5.090 -1.935
H -0.836 -4.967 -0.702
H 3.515 -4.415 0.078
H 3.540 -2.648 0.026
H 3.290 -3.586 -1.468
H 1.157 -4.216 2.359
H -0.319 -3.301 2.005
H 1.213 -2.449 2.249
H -0.637 -1.739 -0.749
H 0.517 -1.892 -2.056
H 3.344 -0.795 -1.730
H 3.225 0.929 -1.295
H 2.213 0.283 -2.614
Cl 1.293 4.222 0.212
C 0.500 3.778 -1.273
C -0.046 2.510 -1.241
C -0.729 2.066 -2.370
Cl -1.399 0.481 -2.419
C -0.834 2.903 -3.490
Cl -1.660 2.344 -4.888
C -0.269 4.174 -3.482
Cl -0.396 5.192 -4.860
C 0.413 4.626 -2.355
Cl 1.123 6.184 -2.292
Cl 2.535 3.270 3.127
Si 2.115 1.432 2.281
Cl 1.481 0.233 3.820
Cl 3.941 0.698 1.660

---

56
Properties=species:S:1:pos:R:3 method="wB97M-V/def2-TZVPD" homo_ev=-9.032 smiles="CSCC[C@@H](NS(=O)(=O)c1ccc(Cl)cc1)C(=O)OCC(=O)NC1CCCCC1" e_lumo_ev=0.399 total_energy_ha=-2482.5205
C 1.590 4.636 -1.540
S 1.778 4.390 0.248
C 2.413 2.667 0.229
C 2.119 1.922 1.523
C 0.609 1.719 1.812
N -0.283 2.159 0.761
S -0.397 1.146 -0.553
O -0.320 1.961 -1.735
O 0.585 0.094 -0.425
C -2.032 0.449 -0.455
C -3.100 1.307 -0.284
C -4.381 0.792 -0.207
C -4.566 -0.581 -0.305
Cl -6.158 -1.227 -0.207
C -3.491 -1.441 -0.481
C -2.213 -0.916 -0.558
C 0.214 0.265 2.063
O -0.930 -0.107 1.972
O 1.229 -0.501 2.424
C 0.974 -1.885 2.658
C 1.792 -2.794 1.727
O 2.225 -3.853 2.135
N 1.949 -2.330 0.483
C 2.731 -3.044 -0.509
C 1.860 -3.499 -1.685
C 1.420 -2.330 -2.563
C 2.634 -1.556 -3.066
C 3.432 -1.028 -1.878
C 3.901 -2.184 -0.999
H 0.921 3.876 -1.938
H 1.167 5.625 -1.678
H 2.567 4.581 -2.013
H 3.492 2.719 0.077
H 1.953 2.170 -0.624
H 2.603 0.947 1.456
H 2.567 2.465 2.356
H 0.330 2.275 2.716
H -0.131 3.132 0.508
H -2.920 2.367 -0.208
H -5.230 1.443 -0.069
H -3.655 -2.504 -0.553
H -1.356 -1.557 -0.684
H 1.257 -2.111 3.690
H -0.095 -2.087 2.520
H 1.527 -1.454 0.201
H 3.120 -3.926 0.012
H 2.441 -4.201 -2.286
H 0.989 -4.032 -1.298
H 0.837 -2.707 -3.406
H 0.787 -1.648 -1.993
H 2.306 -0.723 -3.692
H 3.265 -2.210 -3.673
H 2.798 -0.352 -1.302
H 4.299 -0.462 -2.227
H 4.452 -1.805 -0.136
H 4.576 -2.822 -1.574

---

80
Properties=species:S:1:pos:R:3 method="wB97M-V/def2-TZVPD" homo_ev=-5.076 e_lumo_ev=1.771 charge=-1 total_energy_ha=-5657.3898
Y 1.407 0.134 0.135
O 0.702 1.656 -3.879
C 1.179 1.366 -2.793
O 0.560 0.665 -1.851
C 2.584 1.751 -2.474
C 3.498 2.342 -3.366
C 4.778 2.548 -2.867
C 5.162 2.250 -1.545
C 4.168 1.699 -0.699
N 2.981 1.437 -1.232
C 4.216 1.357 0.815
O 5.257 1.619 1.426
O 3.116 0.902 1.332
H 3.150 2.493 -4.380
H 5.588 2.992 -3.471
H 6.129 2.452 -1.117
C 2.178 -3.174 3.453
C 1.531 -2.318 2.450
N 2.172 -1.921 1.323
N 3.178 -2.739 1.004
C 3.626 -2.708 -0.295
N 4.737 -3.487 -0.462
S 2.931 -1.847 -1.548
C 0.218 -1.789 2.578
C -0.684 -2.314 3.486
C -1.836 -1.541 3.833
C -2.143 -0.422 3.079
C -1.303 -0.076 2.025
N -0.120 -0.668 1.831
H 3.276 -3.037 3.406
H 1.946 -4.205 3.286
H 1.828 -2.940 4.466
H 5.121 -4.065 0.292
H 5.173 -3.527 -1.392
H -0.514 -3.315 3.886
H -2.414 -1.847 4.705
H -3.070 0.155 3.295
H -1.546 0.716 1.325
C -2.277 0.560 -3.450
P -2.426 0.228 -1.639
C -3.665 1.569 -1.336
C -3.427 -1.264 -1.660
C -4.841 -1.383 -1.523
C -5.405 -2.641 -1.201
C -4.595 -3.702 -0.838
C -3.190 -3.620 -1.072
C -2.641 -2.455 -1.591
P -0.900 -2.192 -2.131
C -0.911 -2.789 -3.935
C -0.020 -3.629 -1.449
H -2.121 1.636 -3.697
H -3.127 0.148 -4.033
H -1.386 0.039 -3.819
H -4.481 1.506 -2.076
H -3.194 2.555 -1.391
H -4.094 1.479 -0.326
H -5.513 -0.565 -1.784
H -6.462 -2.771 -1.254
H -4.979 -4.640 -0.394
H -2.494 -4.419 -0.809
H -0.661 -3.870 -4.051
H -0.118 -2.242 -4.479
H -1.854 -2.596 -4.477
H -0.457 -4.599 -1.743
H 0.034 -3.527 -0.330
H 1.007 -3.581 -1.854
Br -1.597 7.035 5.449
C -1.019 5.823 4.027
C 0.204 6.124 3.423
C 0.720 5.283 2.478
C 0.004 4.118 2.082
C -1.240 3.869 2.667
C -1.796 4.726 3.628
C 0.663 3.264 1.049
O 1.354 3.813 0.149
O 0.439 1.938 1.136
H 0.643 7.109 3.682
H 1.633 5.565 1.958
H -1.817 2.958 2.493
H -2.758 4.547 4.063

---

61
Properties=species:S:1:pos:R:3 method="wB97M-V/def2-TZVPD" homo_ev=-5.464 e_lumo_ev=1.429 charge=-1 total_energy_ha=-2230.7121
Na -0.851 0.990 0.807
C -0.850 2.265 4.086
C -0.869 3.425 3.083
N -0.169 3.208 1.825
C 1.266 3.105 1.779
C 1.834 1.804 2.395
N 1.340 0.556 1.790
C 0.896 -0.506 2.720
C -0.040 -0.068 3.861
N -1.044 0.940 3.537
H -1.627 2.498 4.825
H 0.087 2.294 4.642
H -0.496 4.317 3.658
H -1.920 3.586 2.825
H -0.524 3.841 1.117
H 1.780 3.932 2.292
H 1.555 3.113 0.720
H 1.613 1.756 3.441
H 2.924 1.893 2.319
H 2.037 0.174 1.162
H 1.729 -1.017 3.237
H 0.386 -1.266 2.112
H 0.566 0.264 4.710
H -0.534 -0.983 4.203
H -2.001 0.653 3.635
O -1.208 3.174 -3.466
C -1.138 3.101 -2.103
O -0.091 3.007 -1.528
C -2.504 3.155 -1.465
O -2.441 2.626 -0.187
C -3.703 2.658 0.510
C -3.655 1.628 1.686
O -3.837 2.118 2.813
O -3.479 0.449 1.356
H -0.292 3.130 -3.781
H -3.186 2.595 -2.120
H -2.837 4.199 -1.475
H -4.519 2.360 -0.161
H -3.881 3.672 0.904
O 1.098 -8.193 -4.344
S 0.408 -6.929 -4.438
O -0.718 -6.787 -3.551
O 0.213 -6.403 -5.768
C 1.617 -5.701 -3.812
N 2.910 -5.865 -4.097
C 3.716 -4.856 -3.780
C 3.248 -3.686 -3.212
C 1.892 -3.636 -2.898
N 1.091 -4.651 -3.188
C 1.235 -2.485 -2.201
C -0.033 -2.645 -1.666
C -0.676 -1.578 -1.063
N -0.096 -0.372 -0.952
C 1.118 -0.213 -1.470
C 1.821 -1.227 -2.088
H 4.785 -4.981 -3.969
H 3.933 -2.892 -2.958
H -0.515 -3.621 -1.745
H -1.692 -1.675 -0.676
H 1.525 0.791 -1.399
H 2.803 -1.037 -2.491

---

49
Properties=species:S:1:pos:R:3 method="wB97M-V/def2-TZVPD" homo_ev=-9.045 smiles="C/C=C/C=C/CC.O.O.O.O.O.O.O.O.O.O" e_lumo_ev=0.195 total_energy_ha=-1038.1781
C 0.723 1.183 -3.579
C 0.601 1.654 -2.159
C 0.960 1.052 -1.015
C 0.775 1.310 0.431
C 0.032 0.500 1.190
C -0.293 0.861 2.678
C 0.822 1.104 3.687
H 1.205 2.012 -4.065
H -0.252 0.994 -3.976
H 1.192 0.191 -3.638
H -0.030 2.583 -1.873
H 1.552 0.092 -1.079
H 1.295 2.180 0.792
H -0.424 -0.436 0.842
H -0.745 1.846 2.586
H -1.115 0.265 3.081
H 1.762 0.747 3.369
H 1.024 2.213 3.809
H 0.632 0.782 4.694
O -2.123 -2.512 -2.842
H -1.909 -3.224 -2.216
H -1.233 -2.361 -3.180
O -2.187 2.507 -1.102
H -3.031 2.823 -1.443
H -1.858 1.794 -1.670
O 2.050 -1.588 0.718
H 2.320 -1.057 1.480
H 1.863 -0.955 0.022
O -0.217 -3.175 -0.800
H -0.149 -3.521 0.112
H -0.271 -2.222 -0.669
O -3.356 0.955 1.112
H -3.167 1.626 0.449
H -2.708 0.292 1.334
O 3.473 1.157 0.851
H 4.104 0.828 0.196
H 4.108 1.518 1.491
O 0.706 -3.529 1.745
H 0.916 -3.127 2.603
H 1.083 -2.794 1.195
O -3.374 -2.019 -0.629
H -3.522 -1.216 -0.103
H -4.122 -2.105 -1.230
O -0.567 3.451 1.099
H -1.224 3.150 1.714
H -0.665 3.273 0.171
O 2.129 -2.780 -2.017
H 1.586 -3.274 -1.366
H 1.624 -3.047 -2.798

---

Repeat the second record exactly.
51
Properties=species:S:1:pos:R:3 method="wB97M-V/def2-TZVPD" homo_ev="-8.717 / -8.713" e_lumo_ev="-1.929 / -1.921" total_energy_ha=-10114.0881
Rh 0.265 1.636 0.548
F -4.279 2.473 0.770
C -4.054 1.216 1.145
F -4.416 0.414 0.134
F -4.846 0.940 2.195
C -2.554 1.000 1.492
O -1.817 1.513 0.482
C -2.230 1.735 2.855
F -0.949 2.186 2.828
F -3.003 2.803 3.050
F -2.337 0.948 3.930
C -2.284 -0.526 1.670
F -1.031 -0.703 2.157
F -3.132 -1.154 2.485
F -2.332 -1.153 0.488
C 0.242 -5.039 -0.861
Ge 1.143 -3.499 -0.072
C 3.071 -3.538 -0.399
C 0.757 -3.348 1.831
C 0.413 -1.891 -0.970
Se 1.376 -0.335 -0.293
C 2.679 0.061 -1.657
H 0.596 -5.966 -0.406
H 0.430 -5.090 -1.935
H -0.836 -4.967 -0.702
H 3.515 -4.415 0.078
H 3.540 -2.648 0.026
H 3.290 -3.586 -1.468
H 1.157 -4.216 2.359
H -0.319 -3.301 2.005
H 1.213 -2.449 2.249
H -0.637 -1.739 -0.749
H 0.517 -1.892 -2.056
H 3.344 -0.795 -1.730
H 3.225 0.929 -1.295
H 2.213 0.283 -2.614
Cl 1.293 4.222 0.212
C 0.500 3.778 -1.273
C -0.046 2.510 -1.241
C -0.729 2.066 -2.370
Cl -1.399 0.481 -2.419
C -0.834 2.903 -3.490
Cl -1.660 2.344 -4.888
C -0.269 4.174 -3.482
Cl -0.396 5.192 -4.860
C 0.413 4.626 -2.355
Cl 1.123 6.184 -2.292
Cl 2.535 3.270 3.127
Si 2.115 1.432 2.281
Cl 1.481 0.233 3.820
Cl 3.941 0.698 1.660